Entry 1:
{"formula": "C6H14BNO2", "method": "ωB97M-V/def2-TZVPD", "spin_multiplicity": 3, "lumo_energy_ev": [0.764, -1.739], "de_lowest_kcal_mol": 48.4, "s_squared": 2.01, "gap_ev": [5.48, 6.70], "species": ["B", "C", "C", "C", "C", "C", "C", "N", "O", "O", "H", "H", "H", "H", "H", "H", "H", "H", "H", "H", "H", "H", "H", "H"], "coordinates": [[-0.734, -0.206, -0.193], [2.581, 1.232, -1.149], [1.746, 0.578, -0.321], [-0.464, -1.624, -0.751], [-3.149, -0.728, 0.193], [-2.344, 1.544, 0.604], [3.500, -0.297, 0.932], [-2.031, 0.226, 0.191], [0.199, 0.782, -0.259], [2.103, -0.242, 0.685], [3.703, 1.232, -1.113], [2.311, 1.729, -2.029], [-1.185, -1.810, -1.559], [-0.753, -2.454, -0.031], [0.604, -1.710, -1.018], [-2.736, -1.647, -0.004], [-3.589, -0.718, 1.237], [-3.731, -0.496, -0.674], [-2.746, 2.206, -0.169], [-3.196, 1.604, 1.308], [-1.417, 2.085, 1.007], [3.613, -0.962, 1.853], [3.795, 0.749, 0.962], [3.920, -1.075, 0.298]]}


Entry 2:
{"formula": "C6H14BiO4", "method": "ωB97M-V/def2-TZVPD", "lumo_energy_ev": [-4.937, -5.142], "charge": 1, "gap_ev": [6.29, 5.35], "species": ["C", "H", "H", "H", "O", "C", "H", "H", "H", "C", "O", "C", "O", "C", "C", "O", "Bi", "H", "H", "H", "H", "H", "H", "H", "H"], "coordinates": [[0.067, -3.091, -0.067], [0.540, -3.511, 0.838], [-0.971, -3.392, 0.151], [0.094, -3.605, -1.045], [1.565, -2.022, -0.700], [2.409, -1.508, 0.290], [2.063, -1.723, 1.313], [2.795, -2.346, -0.746], [3.475, -1.603, 0.533], [-3.002, 0.789, -0.135], [-2.439, -0.467, -0.284], [-1.998, 1.891, -0.465], [-0.801, 1.549, 0.228], [0.390, 2.231, -0.133], [1.531, 1.506, 0.560], [1.345, 0.124, 0.467], [-0.543, -0.596, 0.072], [-3.359, 0.957, 0.904], [-3.887, 0.946, -0.784], [-2.344, 2.888, -0.149], [-1.786, 1.909, -1.548], [0.339, 3.285, 0.180], [0.515, 2.196, -1.228], [1.515, 1.769, 1.635], [2.487, 1.825, 0.112]]}


Entry 3:
{"formula": "C6H14BrOS", "method": "ωB97M-V/def2-TZVPD", "lumo_energy_ev": -3.379, "charge": 1, "gap_ev": 10.79, "species": ["C", "C", "Br", "C", "S", "C", "C", "C", "O", "H", "H", "H", "H", "H", "H", "H", "H", "H", "H", "H", "H", "H", "H"], "coordinates": [[-2.293, 1.865, 0.853], [-1.341, 1.126, -0.074], [-0.965, 2.135, -1.707], [-1.928, -0.215, -0.476], [-0.799, -1.398, -1.295], [0.902, -0.915, -0.908], [1.247, -1.354, 0.513], [2.520, -0.648, 1.003], [3.491, -0.570, -0.022], [-2.125, 1.542, 1.881], [-2.126, 2.938, 0.801], [-3.335, 1.675, 0.595], [-0.368, 1.001, 0.396], [-2.721, -0.069, -1.210], [-2.346, -0.751, 0.376], [-0.888, -0.893, -2.541], [1.008, 0.154, -1.092], [1.499, -1.450, -1.646], [0.426, -1.136, 1.205], [1.391, -2.434, 0.526], [2.950, -1.248, 1.805], [2.287, 0.335, 1.422], [3.512, 0.310, -0.405]]}


Entry 4:
{"formula": "C6H14BrP", "method": "ωB97M-V/def2-TZVPD", "lumo_energy_ev": 0.647, "de_lowest_kcal_mol": 44.8, "gap_ev": 9.90, "species": ["C", "C", "C", "P", "Br", "H", "H", "H", "H", "H", "H", "H", "H", "C", "C", "C", "H", "H", "H", "H", "H", "H"], "coordinates": [[-2.132, -2.900, -0.749], [-0.635, -2.570, -0.855], [0.146, -2.463, 0.470], [-0.513, -0.875, -1.444], [-1.682, -1.106, -3.308], [-2.815, -2.691, -1.513], [-2.403, -3.886, -0.598], [-2.584, -2.390, 0.240], [-0.049, -3.304, -1.468], [-0.203, -1.686, 1.112], [1.161, -2.297, 0.107], [0.192, -3.434, 0.973], [-1.509, -0.586, -0.492], [2.579, 2.740, -0.645], [1.242, 2.826, -0.723], [0.278, 3.452, 0.183], [3.090, 2.924, 0.262], [3.099, 2.047, -1.310], [0.742, 2.438, -1.600], [0.794, 3.885, 1.112], [-0.402, 2.645, 0.597], [-0.347, 4.301, -0.139]]}


Entry 5:
{"formula": "C6H14CoO3", "method": "ωB97M-V/def2-TZVPD", "spin_multiplicity": 5, "lumo_energy_ev": [-14.370, -15.630], "charge": 3, "s_squared": 6.02, "gap_ev": [7.34, 7.89], "species": ["H", "C", "H", "H", "H", "C", "O", "C", "C", "O", "C", "C", "O", "H", "H", "H", "H", "H", "H", "H", "H", "H", "H", "Co"], "coordinates": [[-4.772, -0.364, -1.704], [-4.080, -0.974, -2.295], [-4.398, -1.337, -3.277], [-3.828, -1.844, -1.681], [-3.398, 0.093, -2.776], [2.247, -0.721, -5.438], [1.569, -0.204, -4.297], [0.238, -0.710, -4.079], [-0.386, 0.083, -2.950], [0.328, -0.280, -1.744], [-0.500, -0.278, -0.595], [-1.795, 0.375, -1.056], [-2.059, -0.258, -2.338], [3.118, -0.089, -5.630], [2.570, -1.748, -5.221], [1.572, -0.691, -6.304], [0.301, -1.776, -3.818], [-0.323, -0.553, -5.010], [-0.893, 0.956, -3.391], [-0.062, 0.303, 0.225], [-0.633, -1.324, -0.286], [-1.606, 1.436, -1.269], [-2.617, 0.186, -0.360], [1.869, 0.926, -2.742]]}


Entry 6:
{"formula": "C6H14FIO2P", "method": "ωB97M-V/def2-TZVPD", "lumo_energy_ev": -5.360, "charge": 1, "gap_ev": 6.88, "species": ["O", "C", "F", "C", "P", "I", "H", "H", "H", "H", "C", "C", "O", "C", "C", "H", "H", "H", "H", "H", "H", "H", "H", "H", "H"], "coordinates": [[-5.023, 4.335, -0.282], [-4.970, 3.266, -0.655], [-5.129, 2.964, -1.909], [-4.660, 2.065, 0.224], [-3.026, 2.402, 1.001], [-1.451, 0.807, 0.100], [-5.458, 1.911, 0.945], [-4.595, 1.181, -0.402], [-3.063, 2.393, 2.404], [-2.575, 3.663, 0.576], [3.214, -3.201, -1.041], [2.240, -2.067, -1.305], [1.413, -1.752, -0.192], [2.082, -1.334, 0.988], [2.913, -0.075, 0.812], [2.682, -4.095, -0.714], [3.774, -3.436, -1.946], [3.935, -2.946, -0.262], [1.563, -2.361, -2.107], [2.769, -1.173, -1.653], [2.690, -2.150, 1.390], [1.298, -1.143, 1.725], [3.729, -0.223, 0.104], [3.351, 0.225, 1.764], [2.297, 0.745, 0.434]]}